Here is a molecular structure, C45H55N2O2PSeV in a non-equilibrium geometry from OMol25. Energies are from ωB97M-V/def2-TZVPD.

Output
2S+1   2
HOMO level (alpha / beta)   -6.624 / -5.889 eV
Strongest force on any atom   1.8 eV/A

CARTESIAN COORDINATES (ANGSTROEM)
V -0.2135 0.0873 -0.0079
C 4.9570 3.8843 4.5738
C 3.6384 3.1486 4.8171
C 3.8597 2.1126 5.9279
C 2.5949 4.1729 5.2860
C 3.1298 2.4456 3.5571
C 1.9157 1.7633 3.5795
C 1.4514 1.1430 2.4413
Se -0.3181 0.3665 2.4434
C -1.3325 1.9953 2.3645
C -1.7435 2.6437 3.5149
C -2.4250 3.8497 3.4065
C -2.6441 4.3334 2.1163
C -2.2190 3.7139 0.9420
C -1.5655 2.4743 1.0713
O -1.1660 1.7498 0.0215
C -2.5351 4.3794 -0.4117
C -2.4718 5.9112 -0.2861
C -1.5557 3.9903 -1.5285
C -3.9527 3.9652 -0.8398
C -2.9339 4.6397 4.6130
C -2.3803 6.0725 4.5688
C -4.4680 4.6902 4.5802
C -2.4958 4.0004 5.9325
C 2.1529 1.1267 1.2249
O 1.6459 0.4680 0.1733
C 3.3633 1.8347 1.1748
C 3.8090 2.4550 2.3474
C 4.2301 2.0170 -0.0868
C 4.3745 3.5209 -0.3723
C 3.6702 1.3783 -1.3638
C 5.6180 1.4128 0.1642
H 5.2752 4.3760 5.4965
H 5.7523 3.1983 4.2707
H 4.8525 4.6532 3.8038
H 4.2202 2.5992 6.8394
H 2.9334 1.5856 6.1699
H 4.5984 1.3689 5.6184
H 2.9545 4.7046 6.1723
H 2.3943 4.9055 4.5000
H 1.6473 3.6925 5.5442
H 1.3115 1.7277 4.4806
H -1.5225 2.1957 4.4763
H -3.1758 5.2734 2.0189
H -1.5342 6.2310 0.1753
H -2.5338 6.3578 -1.2812
H -3.2972 6.3204 0.2995
H -0.5197 4.1777 -1.2337
H -1.6355 2.9402 -1.7829
H -1.7760 4.5929 -2.4160
H -4.6796 4.1888 -0.0536
H -4.2508 4.5023 -1.7475
H -3.9934 2.8910 -1.0459
H -2.7336 6.6159 3.6894
H -2.6972 6.6301 5.4560
H -1.2870 6.0619 4.5409
H -4.8281 5.1641 3.6639
H -4.8866 3.6812 4.6238
H -4.8534 5.2607 5.4321
H -1.4060 3.9362 6.0032
H -2.8513 4.6078 6.7685
H -2.9091 2.9953 6.0522
H 4.7499 2.9896 2.2956
H 3.3929 3.9755 -0.5305
H 4.8624 4.0520 0.4478
H 4.9743 3.6727 -1.2747
H 2.6762 1.7571 -1.5970
H 4.3451 1.6242 -2.1907
H 3.5970 0.2947 -1.2847
H 6.1280 1.8930 1.0024
H 5.5374 0.3452 0.3848
H 6.2451 1.5332 -0.7247
N 0.3610 -1.9219 -2.3171
P -0.1829 -0.2720 -2.3606
C 0.3465 0.1062 -4.0696
C -0.1299 -0.6291 -5.1569
C 0.2873 -0.3241 -6.4427
C 1.1737 0.7293 -6.6535
C 1.6393 1.4718 -5.5794
C 1.2278 1.1582 -4.2886
C -2.0057 -0.3645 -2.6059
C -2.7693 -1.3947 -2.0657
C -4.1595 -1.3574 -2.1376
C -4.7965 -0.2850 -2.7433
C -4.0409 0.7477 -3.2877
C -2.6572 0.7040 -3.2227
C 0.2815 -2.6502 -1.1722
C 0.4781 -4.0424 -1.2190
C 0.3334 -4.7767 -0.0771
C 0.0002 -4.1276 1.1101
C -0.1426 -2.7641 1.0839
N -0.0084 -1.9915 -0.0200
H 0.5328 -2.4435 -3.1631
H -0.8517 -1.4255 -5.0022
H -0.0865 -0.8966 -7.2829
H 1.4941 0.9724 -7.6592
H 2.3238 2.2952 -5.7421
H 1.5948 1.7315 -3.4444
H -2.2890 -2.2382 -1.5812
H -4.7408 -2.1673 -1.7149
H -5.8778 -0.2518 -2.7938
H -4.5321 1.5894 -3.7631
H -2.0754 1.5079 -3.6580
H 0.7186 -4.5115 -2.1647
H 0.4690 -5.8516 -0.1033
H -0.1280 -4.6615 2.0409
H -0.3689 -2.2398 1.9975

Force components x, y, z for each atom (eV/Å):
0.8 1.2 -1.0
0.0 0.0 0.0
0.0 0.0 0.0
0.0 0.0 0.0
0.0 0.0 0.0
0.0 0.0 0.0
0.0 0.0 0.1
-0.2 0.0 0.0
0.1 0.2 1.1
0.1 -0.1 -0.1
0.0 0.1 0.0
0.0 -0.1 0.0
0.1 0.1 -0.1
-0.2 0.2 0.0
0.1 -0.3 -0.2
-0.5 0.2 0.1
0.0 -0.1 0.0
-0.1 0.0 0.0
0.1 0.1 0.0
0.0 0.0 0.0
0.0 0.0 0.0
0.0 0.0 0.0
0.0 0.0 0.0
0.0 0.0 0.0
-0.2 -0.2 -0.2
0.1 0.2 0.4
0.2 0.1 -0.1
0.1 0.0 -0.1
-0.1 0.0 0.0
0.0 0.0 0.0
0.0 0.0 0.0
0.1 0.0 0.0
0.0 0.0 0.0
0.0 0.0 0.0
0.0 0.0 0.0
0.0 0.0 0.0
0.0 0.0 0.0
0.0 0.0 0.0
0.0 0.0 0.0
0.0 0.0 0.0
0.1 0.0 0.0
0.0 0.0 0.0
0.0 0.0 0.0
0.0 -0.1 0.0
0.0 0.0 0.0
0.0 0.0 0.0
0.0 0.0 0.0
0.0 0.0 0.0
0.0 0.0 0.0
0.0 0.0 0.0
0.0 0.0 0.0
0.0 0.0 0.0
0.0 0.1 0.0
0.0 0.0 0.0
0.0 0.0 -0.1
-0.1 0.0 0.0
0.0 0.0 0.0
0.0 0.1 0.0
0.0 0.0 -0.1
-0.1 0.0 0.0
0.0 0.0 0.0
0.0 0.0 0.0
-0.1 0.0 0.0
0.0 0.0 0.0
0.0 0.0 0.0
0.0 0.0 0.0
0.0 0.0 0.0
0.0 0.0 0.0
0.0 0.0 0.0
0.0 0.0 0.0
0.0 0.0 0.0
0.0 0.0 0.0
-0.1 0.2 -0.3
-0.5 -0.3 0.2
0.1 0.1 0.1
0.0 0.0 -0.1
0.0 0.0 0.0
0.0 0.0 0.0
0.0 0.0 0.0
0.0 0.0 0.0
0.1 0.0 -0.2
-0.1 -0.1 0.1
0.1 0.0 0.0
0.0 0.0 0.0
0.0 0.0 0.0
0.0 0.0 0.0
0.0 0.0 0.3
0.0 0.2 -0.2
0.0 -0.2 0.1
0.0 0.0 0.1
0.1 0.0 0.0
-0.2 -1.5 -0.3
0.0 0.0 0.0
0.0 0.0 0.0
0.0 0.0 0.0
0.0 0.0 0.0
0.0 0.0 0.0
0.0 0.0 -0.1
0.0 0.0 0.0
0.0 0.0 0.0
0.0 0.0 0.0
0.0 0.0 0.0
0.0 0.0 0.0
0.0 0.0 0.0
0.0 0.0 0.0
0.0 0.0 0.0
0.0 0.1 0.0

=====

Here is a molecular structure, C45H56FN6OS6V in a non-equilibrium geometry from OMol25. Energies are from ωB97M-V/def2-TZVPD.

Output
2S+1   4
HOMO level (alpha / beta)   -3.435 / -4.854 eV
Energy relative to the best compared isomer or geometry (same formula, charge and spin)   61.50 kJ/mol
Strongest force on any atom   2.2 eV/A
Net charge   -1

CARTESIAN COORDINATES (ANGSTROEM)
V 0.2094 1.1327 1.5000
C -3.6194 1.1054 -0.2097
C -2.4233 0.9116 0.6717
N -1.1764 1.0751 0.2422
N -0.9464 1.5117 -1.0190
C 0.3429 1.7577 -1.1563
O 1.1984 1.4980 -0.2493
C 0.7441 2.4412 -2.4086
C -0.1062 3.3686 -3.0068
C 0.3067 4.0632 -4.1333
C 1.5611 3.8231 -4.6801
C 2.4023 2.8855 -4.0954
C 2.0008 2.2016 -2.9583
C -2.5188 0.7003 2.0754
C -3.7397 0.5120 2.7434
C -3.7548 0.3722 4.1084
C -2.5414 0.4092 4.8003
C -1.3759 0.5838 4.0877
N -1.3259 0.7344 2.7566
H -3.2824 1.2438 -1.2336
H -4.1736 1.9940 0.1081
H -4.2932 0.2458 -0.1619
H -1.0767 3.5424 -2.5616
H -0.3429 4.8066 -4.5795
H 1.8854 4.3724 -5.5556
H 3.3838 2.6981 -4.5138
H 2.6361 1.4661 -2.4795
H -4.6554 0.5087 2.1691
H -4.6892 0.2543 4.6400
H -2.5021 0.3158 5.8762
H -0.4317 0.5853 4.6134
C -1.1357 -2.3554 1.2047
C 0.0699 -3.0865 1.7831
C 0.0363 -2.9975 3.3098
C 1.3715 -2.6298 1.1186
C 1.9485 -3.5806 0.2827
C 3.1263 -3.3380 -0.3923
C 3.7661 -2.1335 -0.1916
C 3.2548 -1.1434 0.6468
C 4.2609 0.0031 0.8629
C 3.7955 1.4443 1.0510
C 5.2156 -0.3831 2.0092
C 1.9995 -1.3659 1.2742
N 1.4415 -0.3604 2.1171
C 1.9532 -0.3406 3.3816
C 2.6168 -1.4211 4.0139
C 3.0650 -1.3418 5.3178
C 2.9100 -0.1860 6.0736
C 2.3106 0.9159 5.4760
C 1.8611 0.8061 4.1837
F 1.3133 1.9136 3.5856
H -2.0722 -2.7744 1.5869
H -1.1119 -2.4205 0.1188
H -1.0778 -1.3128 1.4850
H -0.0391 -4.1447 1.5241
H 0.0231 -1.9622 3.6440
H 0.8907 -3.5012 3.7634
H -0.8727 -3.4831 3.6752
H 1.4571 -4.5380 0.1502
H 3.5564 -4.0854 -1.0479
H 4.7148 -1.9543 -0.6866
H 4.8676 0.0096 -0.0485
H 3.1262 1.5707 1.8953
H 3.2866 1.8072 0.1639
H 4.6765 2.0707 1.2206
H 4.7496 -0.2240 2.9798
H 6.1224 0.2255 1.9594
H 5.4993 -1.4345 1.9342
H 2.7714 -2.3249 3.4413
H 3.5529 -2.2075 5.7514
H 3.2524 -0.1411 7.0983
H 2.1922 1.8555 6.0000
C 1.9201 5.5401 3.4471
S 0.8730 4.8601 4.7615
C -0.6943 4.5422 4.0203
C -1.0336 4.0400 2.8053
S -0.0591 3.5721 1.4511
S -2.7888 3.9872 2.5412
C -3.3121 4.3242 4.1495
S -4.8741 4.2310 4.6564
S -2.0025 4.8424 5.1594
H 2.8897 5.7048 3.9147
H 1.4998 6.4811 3.0997
H 2.0050 4.8306 2.6330
C -2.6890 -5.3471 -1.3783
C -3.2176 -3.9979 -1.8550
C -2.5277 -3.5270 -3.1330
C -2.8481 -2.0679 -3.4730
N -2.0918 -1.1218 -2.6521
C -0.7787 -0.8391 -2.9935
S 0.5200 -1.4244 -2.1378
N -0.5897 -0.1040 -4.1035
C -1.5871 0.6574 -4.8317
C -1.2997 0.6748 -6.3341
C -1.4480 -0.6723 -7.0562
C -0.3205 -1.6703 -6.7814
H -3.1587 -5.6311 -0.4356
H -1.6100 -5.2965 -1.2238
H -2.8932 -6.1292 -2.1126
H -3.0483 -3.2614 -1.0643
H -4.2981 -4.0580 -2.0176
H -2.8310 -4.1594 -3.9735
H -1.4448 -3.6231 -3.0098
H -3.9144 -1.8744 -3.3198
H -2.6125 -1.8812 -4.5215
H -2.1343 -1.3755 -1.6743
H 0.3667 0.1984 -4.2184
H -1.5887 1.6887 -4.4658
H -2.5698 0.2358 -4.6290
H -0.2827 1.0514 -6.4896
H -1.9885 1.3935 -6.7855
H -1.4825 -0.4744 -8.1312
H -2.4061 -1.1264 -6.7828
H 0.6471 -1.2128 -6.9979
H -0.4269 -2.5508 -7.4180
H -0.3099 -2.0002 -5.7457

Force components x, y, z for each atom (eV/Å):
1.7 1.2 0.8
0.2 0.0 0.1
-0.2 0.1 -0.3
-1.1 -0.7 -0.3
0.1 0.5 -0.9
-1.0 -0.2 0.2
0.4 0.1 -0.5
0.2 -0.1 -0.1
0.1 0.0 0.0
0.0 0.0 -0.1
0.0 0.0 0.0
0.1 0.0 0.0
-0.1 0.0 0.1
0.0 -0.1 0.0
0.0 0.0 0.1
0.0 0.1 -0.1
0.1 0.0 0.0
-0.1 -0.1 0.2
-1.2 -0.2 0.6
0.0 0.0 0.0
-0.1 0.0 0.0
0.0 0.0 0.0
0.0 0.0 0.0
0.0 0.0 0.0
0.0 0.0 0.0
0.0 0.0 0.0
0.0 0.0 0.0
0.0 0.0 0.0
0.0 0.0 0.0
0.0 0.0 0.0
0.0 0.1 0.0
0.1 -0.2 -0.1
0.0 0.3 0.1
0.0 -0.2 -0.1
0.0 0.0 0.0
0.0 0.0 -0.1
0.1 0.0 0.0
0.0 0.0 -0.1
-0.1 0.0 -0.1
-0.1 0.0 0.3
0.1 0.0 -0.2
0.0 0.0 -0.2
0.4 -0.3 -0.1
0.4 -0.4 0.0
0.2 -0.3 0.4
0.0 0.2 -0.2
0.1 0.0 0.1
0.0 -0.1 0.0
0.0 0.0 0.1
0.2 0.0 -0.1
-0.1 -0.2 -0.1
0.0 0.0 0.0
-0.1 0.0 -0.1
-0.1 0.2 0.0
0.1 0.0 0.0
0.0 0.0 0.0
0.0 0.0 0.0
0.0 0.0 0.0
-0.1 0.0 0.0
0.0 0.0 0.0
0.0 0.0 0.0
0.0 0.0 0.0
0.0 0.0 0.1
0.0 0.0 0.1
0.0 0.0 0.0
0.0 0.0 0.1
0.0 0.0 0.0
0.1 0.0 0.1
0.0 0.0 0.0
0.0 0.0 0.0
0.0 0.0 0.0
0.0 0.0 -0.1
-0.4 0.0 0.1
0.2 -0.2 0.1
0.0 -0.2 -0.2
-0.3 0.5 0.4
0.4 0.3 -0.1
0.3 -0.3 0.3
0.2 0.2 -0.1
-0.2 0.0 0.1
-0.1 -0.1 -0.3
0.0 0.0 0.0
0.1 0.0 -0.1
0.0 0.0 -0.1
-0.1 0.1 0.0
0.2 -0.1 -0.1
-0.2 0.1 0.0
0.2 -0.2 -0.1
-0.4 0.2 0.2
0.4 -0.2 -0.2
0.0 0.0 0.1
-0.2 0.1 0.0
0.0 0.1 -0.1
-0.1 -0.3 0.1
0.2 0.0 0.2
-0.1 0.1 -0.1
0.0 -0.1 0.0
0.0 0.0 0.0
0.0 0.0 0.0
-0.1 0.0 0.0
0.0 0.1 0.0
0.0 -0.1 0.0
0.0 0.0 -0.1
0.0 0.0 -0.1
-0.1 0.0 0.0
0.1 0.0 0.0
0.1 -0.1 -0.1
-0.1 0.0 0.1
0.0 0.1 0.0
0.0 0.1 0.0
0.1 0.1 0.0
-0.1 0.0 0.0
-0.1 0.1 -0.1
0.0 0.0 0.0
0.0 0.0 0.0
0.0 0.0 0.0